1.
A structure of composition C4H7FN2O at a distorted geometry, computed with ωB97M-V/def2-TZVPD.

Geometry as ORCA input:
```
! RIJCOSX wB97M-V def2-TZVPD def2/J DEFGRID3
* xyz 0 1
C 0.374 0.284 0.105
C 1.842 0.237 0.621
C -1.097 -1.552 0.058
C -2.275 -0.734 0.298
H -1.579 2.344 -0.317
H 2.167 1.314 0.451
H 1.845 -0.231 1.551
H 0.848 -1.615 -0.236
H -0.887 -2.650 -0.257
H -2.969 -1.617 0.469
H -2.756 0.537 0.544
N -0.140 1.430 0.142
N 0.079 -0.877 -0.451
O -1.436 1.473 -0.395
F 2.464 -0.348 -0.373
*
```

## Properties
lowest unoccupied orbital energy: 0.9 eV
relative energy (zero: lowest compared OMol25 entry of this formula, charge and spin): 702.8 kJ/mol
orbital gap: 9.309 eV

How is the electron density shared among the atoms? According to Löwdin, the charges in e are: number 1, C, carries -0.42; number 2, C, carries -0.17; number 3, C, carries -0.17; number 4, C, carries -0.02; number 5, H, carries 0.03; number 6, H, carries 0.15; number 7, H, carries 0.11; number 8, H, carries 0.16; number 9, H, carries 0.13; number 10, H, carries 0.02; number 11, H, carries 0.20; number 12, N, carries 0.09; number 13, N, carries 0.01; number 14, O, carries -0.10; number 15, F, carries -0.01

---

2.
A structure of composition C3H6BrMgO at a distorted geometry, computed with ωB97M-V/def2-TZVPD.

Geometry as ORCA input:
```
! RIJCOSX wB97M-V def2-TZVPD def2/J DEFGRID3
* xyz 1 1
Mg 14.819 33.159 -14.871
Br 15.637 30.992 -15.483
C 17.359 30.515 -18.964
C 16.155 31.265 -19.500
O 15.062 30.768 -19.548
C 16.394 32.668 -19.998
H 18.264 31.091 -19.152
H 17.420 29.555 -19.477
H 17.308 30.301 -17.898
H 15.468 33.172 -20.271
H 17.079 32.675 -20.847
H 16.864 33.313 -19.246
*
```

## Properties
lowest unoccupied orbital energy: -8.0 eV
relative energy (zero: lowest compared OMol25 entry of this formula, charge and spin): 12.4 kJ/mol
orbital gap: 4.078 eV

How is the electron density shared among the atoms? According to Löwdin, the charges in e are: number 1, Mg, carries 1.00; number 2, Br, carries 0.05; number 3, C, carries -0.03; number 4, C, carries -0.52; number 5, O, carries 0.07; number 6, C, carries -0.03; number 7, H, carries 0.08; number 8, H, carries 0.09; number 9, H, carries 0.03; number 10, H, carries 0.08; number 11, H, carries 0.09; number 12, H, carries 0.08

---

Question: Among the records above, which one has the highest orbital gap?
Answer: C4H7FN2O

---

Question: Among the records above, which one has the highest lowest unoccupied orbital energy?
Answer: C4H7FN2O

---

Question: Which value of lowest unoccupied orbital energy does entry 1 give?
Answer: 0.9 eV